[1]
The following is a quantum chemistry calculation of a structure of composition C3H4CeO2 in a non-equilibrium geometry, from the Open Molecules 2025 dataset.

Calculated values
Net charge: +1
Multiplicity: 2
Calculated total energy: -20186.096 eV
Gap between HOMO and LUMO (alpha / beta): 0.23338 / 0.23404 hartree
ΔE to the lowest compared entry with this formula, charge and spin: 359.0 kJ/mol

Cartesian coordinates (Å):
H  -1.2621  -3.0369  -1.7949
O  -0.7213  -2.4933  -1.2105
Ce  2.4016  1.1387  1.6015
H  -1.6472  1.0519  -0.6599
O  -0.3246  -0.5397  -0.5703
H  -0.2671  2.5407  0.6218
C  -0.6756  0.7814  -0.2336
C  -1.2171  -1.2753  -1.1826
C  0.1691  1.5460  0.4517
H  3.5441  0.2864  2.9768

Cartesian forces, eV/Å:
H -0.270 0.024 0.145
O 0.503 0.343 -0.063
Ce -1.034 0.675 -1.370
H 0.278 -0.054 0.203
O 1.072 0.806 1.280
H 0.148 -0.082 -0.033
C -0.132 -0.557 -0.762
C -1.053 -0.435 -0.712
C 0.741 -0.340 0.982
H -0.254 -0.380 0.331

[2]
The following is a quantum chemistry calculation of a cluster of 2 separate species, C3H5NO2 in total in a non-equilibrium geometry, from the Open Molecules 2025 dataset.

Calculated values
Structure (SMILES): N=C=O.C=CO
Calculated total energy: -8775.396 eV
Gap between HOMO and LUMO: 0.36137 hartree
ΔE to the lowest compared entry with this formula, charge and spin: 221.8 kJ/mol

Cartesian coordinates (Å):
H  -0.6756  -1.5449  -0.8563
H  -1.4361  0.4333  1.2395
O  2.1392  -0.1479  -1.1118
C  -1.1430  0.0779  0.2832
H  -0.5313  0.3587  -1.5437
N  1.3869  0.9229  0.7746
C  -0.9239  -1.2182  0.0528
O  -0.9874  0.8840  -0.8609
H  1.2337  1.7553  1.2872
H  -0.9204  -1.9696  0.9055
C  1.8578  0.4486  -0.1700

Cartesian forces, eV/Å:
H 0.961 -1.358 -3.449
H -0.147 1.097 0.207
O 1.015 -1.164 -1.925
C 0.675 -2.182 -3.340
H -0.360 0.205 0.544
N -0.699 1.441 3.462
C -1.065 0.241 5.724
O -0.426 0.654 1.329
H 0.151 0.311 -0.028
H -0.172 1.087 -1.255
C 0.067 -0.331 -1.267

[3]
The following is a quantum chemistry calculation of a cluster of 8 separate species, C24H24F8O24 in total in a non-equilibrium geometry, from the Open Molecules 2025 dataset.

Calculated values
Structure (SMILES): O=C1OC[C@@H](F)O1.O=C1OC[C@@H](F)O1.O=C1OC[C@@H](F)O1.O=C1OC[C@@H](F)O1.O=C1OC[C@@H](F)O1.O=C1OC[C@@H](F)O1.O=C1OC[C@@H](F)O1.O=C1OC[C@@H](F)O1
Calculated total energy: -96155.253 eV
Gap between HOMO and LUMO: 0.38136 hartree
ΔE to the lowest compared entry with this formula, charge and spin: 371.0 kJ/mol

Cartesian coordinates (Å):
H  11.1071  14.3040  8.1766
H  8.9826  10.8145  16.6658
H  11.1971  10.4526  13.8014
O  12.7134  9.3451  7.1776
C  11.9800  9.7172  13.9869
F  9.1542  12.8290  16.5660
H  6.7451  6.3875  13.3114
O  11.1443  11.4138  18.8330
F  14.6604  12.7937  14.4726
O  11.8006  8.3980  13.3841
H  14.1569  6.7065  8.1542
O  17.9834  10.2915  11.2947
F  10.5408  14.6556  9.9422
O  10.8705  11.3073  16.5814
C  13.2204  14.1500  15.7673
C  19.0386  10.7920  11.9537
H  13.9595  8.4062  16.1257
O  14.6890  6.3835  16.1132
C  13.2016  10.1700  13.2602
C  17.2194  11.5720  13.1030
F  16.0444  11.1835  11.1748
C  11.8662  8.4283  6.9066
O  18.6207  11.4890  12.9907
C  7.5014  6.8127  13.9712
H  9.5648  12.7520  18.9445
C  12.4014  8.3632  12.2046
O  20.2354  10.7448  11.5146
O  10.6956  11.5732  9.6654
O  8.0980  10.2523  14.3097
C  12.5884  6.9364  16.7364
H  7.5427  6.0319  14.7307
H  9.6709  6.4717  13.5149
O  12.1804  7.5577  11.2954
H  13.3370  7.3025  14.8059
H  13.2362  11.2208  12.9723
O  13.1480  14.2070  13.4962
H  9.0027  12.7256  9.2691
C  11.8728  13.9244  14.0086
F  11.8252  5.9207  16.2792
C  11.7389  11.1493  17.5878
C  14.4551  5.9663  17.3897
C  8.0945  9.0369  14.0864
O  8.9398  8.4255  13.1884
C  10.9378  13.7580  9.1046
H  13.0968  7.3526  9.2975
C  13.7008  7.3895  15.8297
C  12.0112  11.8319  9.7643
O  12.8322  11.0291  10.1320
O  12.1966  13.1303  9.4440
O  11.9421  13.8570  15.2966
C  13.4083  7.4915  8.2622
H  13.1379  15.1332  16.2306
H  9.1207  11.0890  19.1142
O  13.3786  6.5490  17.8618
O  12.3998  7.2057  7.3299
H  11.8853  7.7573  16.8772
H  16.8383  11.4193  14.1127
F  14.2869  9.8592  13.9661
O  12.8944  10.7545  17.4820
O  7.2494  8.0822  14.4866
O  10.9609  13.5071  13.2756
C  9.5937  11.6281  17.0566
H  16.3220  9.6092  12.3338
H  14.9533  14.6974  14.4003
C  13.8662  8.8571  7.8584
H  14.2791  9.4355  8.6848
C  8.7880  7.0338  13.2105
F  8.5806  6.6395  11.9829
O  13.2063  9.3624  12.1429
H  9.9685  12.3349  7.8898
H  16.8443  12.5920  13.0202
C  10.0323  12.5525  8.9560
H  12.1947  9.6186  15.0510
O  10.7927  8.6574  6.3714
H  13.4458  13.5646  16.6586
C  14.0807  14.0538  14.5117
C  16.8364  10.5179  12.0212
O  15.1193  5.0444  17.8985
C  9.7814  11.7554  18.5598
F  14.8647  8.6927  6.9953

Cartesian forces, eV/Å:
H 0.168 -0.322 -0.248
H -0.598 0.426 0.231
H -0.654 -0.669 -0.063
O 2.878 3.484 1.291
C 0.181 -0.382 -0.047
F 0.382 -0.582 -0.130
H -0.287 0.930 -0.370
O 0.457 -0.238 -2.486
F -0.366 -0.399 -0.287
O -1.752 0.083 1.652
H 0.434 0.397 -0.374
O 0.908 -1.316 0.297
F -0.541 1.534 2.742
O 0.914 0.216 -0.092
C 0.527 1.381 1.312
C 5.274 0.649 -3.025
H 0.480 -0.099 -0.158
O 0.104 0.901 0.245
C -0.676 0.495 -0.397
C -0.229 -1.129 0.455
F -1.831 0.351 -1.189
C -3.057 -2.481 -1.002
O 1.313 0.929 1.662
C 0.620 -1.163 0.245
H 0.169 0.150 -0.420
C -1.949 -2.802 -2.486
O -5.511 -0.081 2.417
O -0.038 -2.019 0.564
O -0.099 -4.024 -0.017
C 0.442 1.681 0.092
H 0.425 0.513 0.585
H 0.239 0.599 0.646
O 0.742 1.758 2.744
H 0.597 0.128 -0.068
H 0.048 -0.108 -0.111
O -0.296 0.120 0.090
H 0.251 -0.103 0.575
C -1.526 -3.125 -4.373
F 0.255 -0.733 -0.094
C 2.264 -0.885 1.935
C 3.665 -4.546 -0.239
C 0.339 1.683 -1.612
O 0.748 1.015 0.969
C 1.265 -1.453 -2.800
H -0.598 0.650 -0.077
C -0.883 -1.309 -0.556
C -0.085 -0.415 0.631
O -0.857 1.459 -0.685
O 0.139 0.629 0.168
O -1.624 -0.332 1.206
C 0.453 -1.537 0.804
H 0.473 0.548 -0.572
H 0.148 -0.237 -0.080
O -2.515 0.288 0.945
O -2.314 0.784 -0.861
H 0.207 -0.004 1.089
H 0.598 -1.145 0.185
F 1.873 -0.111 1.033
O -2.810 1.090 -0.124
O -1.719 1.506 1.917
O 2.717 2.159 2.562
C -0.520 0.302 -0.009
H 0.287 -0.059 0.104
H -0.552 0.518 0.011
C -0.392 -1.100 1.078
H -0.893 0.734 -0.196
C 0.069 -0.291 0.741
F -0.280 -0.751 -3.049
O 2.492 1.759 -2.110
H 0.175 -0.473 -0.074
H 0.238 0.048 -1.441
C -0.523 1.288 -1.010
H -0.251 -0.066 -0.123
O 2.212 -1.221 1.013
H 0.328 -0.856 -0.678
C 0.392 -0.085 0.725
C -1.077 1.698 0.549
O -2.286 3.648 -1.130
C -0.555 -0.283 1.029
F 1.252 0.410 -1.674

[4]
The following is a quantum chemistry calculation of the molecule C3H7NO, from the Open Molecules 2025 dataset.

Calculated values
Structure (SMILES): CNC(C)=O
Calculated total energy: -6762.466 eV
Gap between HOMO and LUMO: 0.38794 hartree
ΔE to the lowest compared entry with this formula, charge and spin: 27.4 kJ/mol

Cartesian coordinates (Å):
H  1.5504  1.5305  0.4315
H  -2.3194  0.6111  -0.5744
C  1.7692  0.4558  0.4457
C  -1.8058  -0.3433  -0.4052
H  2.6977  0.2724  -0.0960
H  -1.5214  -0.7719  -1.3675
H  -0.6313  0.4461  1.1639
N  -0.5822  -0.1321  0.3394
O  0.8080  -0.9125  -1.2840
H  1.8815  0.1501  1.4915
C  0.6435  -0.2815  -0.2544
H  -2.4904  -1.0245  0.1094

Cartesian forces, eV/Å:
H 0.082 -0.168 0.008
H 0.042 -0.172 -0.008
C 0.084 -0.002 -0.005
C -0.141 -0.062 -0.094
H -0.125 0.001 0.133
H -0.135 0.010 0.127
H 0.068 -0.031 -0.147
N 0.141 0.111 0.011
O -0.081 0.232 0.275
H -0.049 -0.010 -0.166
C -0.018 0.041 -0.064
H 0.134 0.051 -0.068